(1)
Here is a 2-piece molecular cluster, C20H17FO overall at a distorted geometry from OMol25. Energies are from the ωB97M-V functional and the def2-TZVPD basis.

Calculated values
2S+1: 1
Total energy: -25777.5059 eV
Relative energy (zero: lowest compared OMol25 entry of this formula, charge and spin): 185.8 kJ/mol
Kohn-Sham gap: 3.44 eV

Structure (XYZ):
```
39
Properties=species:S:1:pos:R:3:nbo_charge:R:1
C 1.5526 5.2687 1.8418 -0.6147
C 0.8067 4.0929 1.2887 -0.1021
C -0.5782 3.9455 1.4818 -0.2021
C -1.2583 2.8513 0.9921 -0.3082
C -0.5636 1.7375 0.3323 0.3857
O -1.0916 0.6276 0.0740 -0.6838
C 0.8311 2.0207 0.0375 -0.3326
C 1.4824 3.1147 0.5493 -0.1954
H 2.6097 5.1831 1.5765 0.2042
H 1.1754 6.2157 1.4383 0.2060
H 1.4782 5.3201 2.9346 0.2056
H -1.1152 4.7224 2.0332 0.1999
H -2.3341 2.7503 1.1311 0.2042
H 1.3590 1.2823 -0.5547 0.1732
H 2.5517 3.2353 0.3734 0.1925
F 3.0404 -2.2491 3.4724 -0.3166
C 2.3247 -2.1184 2.3098 0.4566
C 2.9561 -1.5688 1.1947 -0.2951
C 2.2031 -1.4031 0.0430 -0.0858
C 0.8129 -1.7332 -0.0154 -0.1664
C 0.1177 -1.4352 -1.2157 0.1612
C -1.0504 -2.0193 -1.7637 -0.1854
C -1.3094 -1.7776 -3.1506 -0.1003
C -2.4546 -2.2504 -3.7710 -0.2317
C -3.4117 -2.9681 -3.0329 -0.1397
C -3.1697 -3.2493 -1.6805 -0.2413
C -1.9916 -2.8359 -1.0683 -0.0571
C 0.2328 -2.2716 1.1657 -0.0852
C 0.9878 -2.5039 2.3088 -0.2905
H 4.0074 -1.2867 1.2330 0.2463
H 2.6759 -1.0034 -0.8579 0.2204
H 0.6489 -0.7663 -1.8907 0.2201
H -0.5637 -1.2166 -3.7188 0.2178
H -2.6184 -2.0607 -4.8350 0.2275
H -4.3398 -3.2943 -3.5023 0.2247
H -3.9064 -3.8054 -1.0963 0.2256
H -1.7988 -3.1392 -0.0466 0.2000
H -0.8349 -2.4550 1.1988 0.2187
H 0.5359 -2.9564 3.1896 0.2441
```


(2)
Here is C20H17IN7O4ReSbSe4 as an isolated structure from OMol25. Energies are from the ωB97M-V functional and the def2-TZVPD basis.

Calculated values
2S+1: 4
Total energy: -317793.3609 eV
Relative energy (zero: lowest compared OMol25 entry of this formula, charge and spin): 30.7 kJ/mol
Kohn-Sham gap (alpha / beta): 5.92 / 5.48 eV

Structure (XYZ):
```
55
Properties=species:S:1:pos:R:3:lowdin_charge:R:1
Re -1.1582 -0.1110 -0.1041 0.8539
N -0.7289 -0.2635 4.2243 0.0627
C -1.5774 -0.2473 3.2007 -0.1014
N -0.8783 -0.1378 2.0872 -0.0193
C 0.4199 -0.1089 2.5146 -0.3169
N 0.5585 -0.1722 3.8075 0.1681
C 1.4890 -0.0743 1.5097 -0.1812
C 2.8342 -0.0786 1.8232 -0.0362
N 3.7691 -0.1028 0.8789 0.1167
C 3.3428 -0.1317 -0.3783 -0.0809
C 1.9965 -0.1197 -0.7131 -0.0945
N 1.0631 -0.0808 0.2393 -0.0034
H -0.9366 -0.3510 5.2056 0.1682
H -2.6507 -0.3245 3.2756 0.1379
H 3.1473 -0.0716 2.8597 0.1279
H 4.0903 -0.1643 -1.1611 0.1194
H 1.6463 -0.1500 -1.7372 0.0686
Se -4.4130 -2.1048 -3.3704 -0.1080
Sb -3.6817 -0.0269 -2.5247 -0.2142
Se -1.0453 0.0153 -2.4941 0.1426
Se -3.5482 -0.1882 0.0923 0.1221
Se -4.3906 2.1773 -3.0216 -0.1423
O 4.1170 3.7078 -2.6846 -0.0370
C 3.1788 4.7552 -2.5074 -0.2292
N 2.1264 4.1394 -1.7304 0.0939
C 1.0564 4.8534 -1.3256 -0.4407
O 0.9303 6.0378 -1.5834 0.0853
C -0.0094 4.1095 -0.5705 -0.0852
C -0.9248 4.8328 0.1786 0.0316
C -1.9069 4.1510 0.8689 -0.0101
C -1.9535 2.7701 0.7890 -0.1301
N -1.0819 2.0671 0.0537 -0.1212
C -0.1400 2.7384 -0.6273 -0.0969
H 4.8314 4.0207 -3.2469 0.0939
H 2.7811 5.1160 -3.4574 0.1349
H 3.6037 5.5991 -1.9611 0.1314
H 2.2657 3.1826 -1.4563 0.1250
H -0.8560 5.9131 0.1894 0.1322
H -2.6511 4.6725 1.4535 0.1181
H -2.7220 2.1928 1.2805 0.0553
H 0.4846 2.1326 -1.2665 0.0594
I -1.5699 -9.0721 -0.6613 0.8683
C -1.2065 -7.0669 -0.2591 -0.7462
C -0.3471 -6.7259 0.7784 -0.1486
C -0.1122 -5.3849 1.0401 -0.0190
C -0.7222 -4.3981 0.2767 -0.1306
C -1.5789 -4.7507 -0.7597 0.0029
C -1.8242 -6.0918 -1.0297 -0.1355
C -0.4366 -2.9606 0.5933 -0.5445
O 0.2432 -2.6653 1.5702 0.0398
O -1.0629 -2.1279 -0.1826 -0.2970
H 0.1292 -7.4951 1.3699 0.0899
H 0.5503 -5.0876 1.8416 0.1155
H -2.0496 -3.9763 -1.3535 0.1087
H -2.4906 -6.3712 -1.8344 0.0959
```


(3)
Here is a 2-piece molecular cluster, C20H17N3O2 overall at a distorted geometry from OMol25. Energies are from the ωB97M-V functional and the def2-TZVPD basis.

Calculated values
2S+1: 1
Total energy: -29579.4746 eV
Relative energy (zero: lowest compared OMol25 entry of this formula, charge and spin): 327.6 kJ/mol
Kohn-Sham gap: 6.96 eV

Structure (XYZ):
```
42
Properties=species:S:1:pos:R:3:nbo_charge:R:1
N -1.8009 1.5176 -1.0139 -0.5700
C -1.3621 2.7591 -0.6638 0.7691
O -0.3307 3.0094 -0.0220 -0.7003
N -2.1596 3.8549 -1.0636 -0.6403
C -3.4623 3.8130 -1.5632 0.6278
O -4.0325 4.8609 -1.8546 -0.6283
C -3.9337 2.4645 -1.6575 -0.4376
C -3.0835 1.4302 -1.3685 0.0870
H -1.7794 4.7810 -0.8014 0.4237
H -4.9574 2.3118 -1.9512 0.2327
H -3.4286 0.4056 -1.4063 0.1825
C 1.1366 1.5869 3.8094 -0.4038
N 1.0828 0.8611 2.5538 -0.3274
C 0.2196 1.0791 1.5417 0.1646
C 0.3846 0.0922 0.5591 -0.2835
C -0.6057 -0.1436 -0.4097 0.1547
C -0.2765 -1.0770 -1.4578 -0.1622
C 0.9847 -1.1265 -2.1068 -0.1567
C 1.2372 -2.1446 -3.0322 -0.2153
C 0.2265 -3.0979 -3.2770 -0.1715
C -1.0706 -2.9806 -2.7232 -0.2256
C -1.3233 -1.9321 -1.8572 -0.1334
C 1.4910 -0.7695 1.0176 0.0133
C 1.9948 -2.0113 0.6534 -0.2090
C 2.9829 -2.5987 1.4624 -0.2294
C 3.3779 -2.0097 2.6611 -0.2118
C 2.7849 -0.8293 3.1374 -0.2335
C 1.8841 -0.2420 2.2660 0.1185
H 2.1234 1.3801 4.2291 0.2117
H 1.0273 2.6647 3.6091 0.2283
H 0.3618 1.2428 4.5220 0.2115
H -0.4668 1.9168 1.5422 0.2648
H -1.7150 -0.1415 -0.0767 0.2441
H 1.7655 -0.4046 -1.8279 0.2395
H 2.2398 -2.2419 -3.4959 0.2286
H 0.4386 -3.9327 -3.9546 0.2207
H -1.8403 -3.7354 -2.8912 0.2263
H -2.2860 -1.7827 -1.3611 0.2149
H 1.6174 -2.5109 -0.2399 0.2248
H 3.4355 -3.5366 1.1444 0.2190
H 4.1534 -2.4460 3.2830 0.2163
H 2.9648 -0.3370 4.0854 0.2156
```


(4)
Here is one molecule with the formula C20H17N5 at a distorted geometry from OMol25. Energies are from the ωB97M-V functional and the def2-TZVPD basis.

Calculated values
2S+1: 1
SMILES: Cn1c(CCc2cn3ccccc3n2)nc2c3cccnc3ccc21
Total energy: -28464.7432 eV
Relative energy (zero: lowest compared OMol25 entry of this formula, charge and spin): 8.3 kJ/mol
Kohn-Sham gap: 7.71 eV

Structure (XYZ):
```
42
Properties=species:S:1:pos:R:3:nbo_charge:R:1
N 1.7150 1.1514 -0.7592 -0.5097
N -0.7085 -1.7346 -0.6438 -0.4692
N -4.4284 -2.0903 2.5310 -0.4097
C 2.5482 1.7955 -0.0091 0.3091
C -0.5861 -0.7306 -1.4860 0.4341
C 2.2595 2.7623 0.9904 -0.2085
C 3.3486 3.2119 1.8269 -0.2035
C 4.6885 2.7794 1.4788 -0.2855
C 4.9382 1.9510 0.3712 0.0216
C 3.8276 0.5842 -1.3825 -0.1403
C 2.4737 0.2167 -1.5000 0.1661
C -4.1012 -3.2895 2.9456 0.0192
C -3.3744 0.6316 0.3228 -0.2377
C -2.9640 -3.8909 2.4989 -0.2597
C -2.2606 -0.0743 -0.2595 0.1360
C -4.1738 -0.1192 1.1510 -0.1782
C -2.1975 -3.2626 1.4822 -0.1318
C -1.8975 -1.4099 0.0310 0.0834
C -3.8240 -1.5159 1.5051 0.1523
C -2.6400 -2.0244 0.9753 -0.1094
N 3.8454 1.4730 -0.3197 -0.3166
N -1.3773 0.4318 -1.1920 -0.3659
C -1.2221 1.7842 -1.7974 -0.4314
C 0.3842 -0.7351 -2.6574 -0.4345
C 1.8198 -0.8848 -2.2439 -0.4386
H 1.2899 3.0000 1.3647 0.2331
H 3.1316 3.6745 2.8767 0.2343
H 5.5154 3.1994 2.0649 0.2279
H 5.9994 1.6083 0.0711 0.2312
H 4.6151 0.1151 -1.9448 0.2275
H -4.8147 -3.7509 3.6235 0.1918
H -3.7570 1.4728 -0.1130 0.2119
H -2.5944 -4.8508 2.7719 0.2128
H -5.2056 0.0564 1.4345 0.2227
H -1.3231 -3.8172 1.1075 0.2270
H -1.8988 1.9885 -2.6806 0.2049
H -1.4039 2.6084 -1.0405 0.2211
H -0.1571 1.9488 -2.0109 0.2529
H 0.1859 0.1658 -3.2160 0.2144
H 0.1177 -1.6117 -3.3110 0.2351
H 2.4107 -1.0275 -3.1757 0.2167
H 1.7957 -1.7908 -1.6821 0.2429
```


(5)
Here is C20H17N5OOsS3 as an isolated structure from OMol25. Energies are from the ωB97M-V functional and the def2-TZVPD basis.

Calculated values
2S+1: 6
Total energy: -65478.6690 eV
Relative energy (zero: lowest compared OMol25 entry of this formula, charge and spin): 0.0 kJ/mol
Kohn-Sham gap (alpha / beta): 8.18 / 7.25 eV
Net charge: +1

Structure (XYZ):
```
47
Properties=species:S:1:pos:R:3:nbo_charge:R:1
Os -1.2219 -0.9036 -2.2436 1.3983
O 0.0957 -2.5586 -2.1332 -0.6281
N 1.3753 -2.4688 -2.5197 0.0054
C 2.0856 -3.6172 -2.5150 0.0440
C 3.3974 -3.6180 -2.8977 -0.2371
C 3.9832 -2.4140 -3.2945 -0.1320
C 3.2362 -1.2603 -3.2923 -0.2233
C 1.8955 -1.2796 -2.8960 0.0400
S 0.9034 0.1402 -2.8822 -0.1836
H 1.5290 -4.4848 -2.1963 0.2512
H 3.9496 -4.5454 -2.8897 0.2513
H 5.0180 -2.3875 -3.6061 0.2440
H 3.6565 -0.3138 -3.5993 0.2504
C -0.5171 3.3126 -2.3578 -0.6564
C -1.8952 2.8200 -2.6589 0.2926
C -2.9462 3.6682 -2.9831 -0.3138
C -4.1757 3.0943 -3.2546 0.1183
N -4.3858 1.7780 -3.2135 -0.4496
C -3.3356 1.0483 -2.8987 0.2818
S -3.4898 -0.7113 -2.7938 -0.1225
N -2.1084 1.5006 -2.6202 -0.5512
H -0.5100 4.3882 -2.1988 0.2353
H 0.1480 3.0826 -3.1921 0.2477
H -0.1219 2.8127 -1.4735 0.2361
H -2.8062 4.7385 -3.0215 0.2398
H -5.0321 3.7059 -3.5128 0.2160
S -1.4388 0.1944 4.4886 0.3766
C -1.2949 -0.1034 2.7729 -0.1025
C -2.4695 -0.0450 2.0151 -0.2572
C -2.4115 -0.2634 0.6606 0.0649
N -1.2608 -0.5330 0.0193 -0.5840
C -0.1358 -0.5893 0.7433 0.0870
C -0.1036 -0.3850 2.1045 -0.2860
C 0.2326 -0.0542 5.0453 -0.1753
C 0.6702 -1.3198 5.4068 -0.2541
C 1.9839 -1.4576 5.8334 0.0447
N 2.8384 -0.4418 5.9181 -0.3845
C 2.3980 0.7675 5.5874 0.0454
C 1.1047 1.0179 5.1453 -0.2543
H -3.4228 0.1634 2.4818 0.2451
H -3.3043 -0.2319 0.0496 0.2286
H 0.7757 -0.7965 0.1963 0.2126
H 0.8389 -0.4439 2.6281 0.2497
H 0.0088 -2.1743 5.3611 0.2372
H 2.3644 -2.4311 6.1198 0.2075
H 3.1092 1.5800 5.6799 0.2074
H 0.7897 2.0199 4.8880 0.2366
```